(1)
Molecular formula: C4H34N2O12
Method: DFT, wB97M-V/def2-TZVPD

Last column: natural (NBO) charge in e.
Element x y z (Å)
1 C 3.61268 1.17079 -0.93231  -0.633
2 C 2.30054 1.75360 -0.39315  -0.444
3 C 1.15159 0.75580 -0.29356  0.135
4 C 0.26646 0.97899 0.69683  -0.180
5 N -0.85088 0.14162 0.95699  -0.907
6 N 1.09171 -0.24992 -1.25171  -0.880
7 H 3.76055 0.12775 -0.66123  0.223
8 H 4.46318 1.60269 -0.38089  0.216
9 H 3.90362 1.41330 -1.94947  0.220
10 H 2.00117 2.45275 -1.19043  0.199
11 H 2.43124 2.38232 0.48088  0.230
12 H 0.47282 1.83200 1.31281  0.205
13 H -1.54621 0.57142 1.56285  0.391
14 H -1.46183 0.00043 0.15787  0.393
15 H 1.97517 -0.65542 -1.59537  0.431
16 H 0.56837 -1.04786 -0.92502  0.376
17 H -2.94983 3.87949 0.25418  0.498
18 H -2.57072 3.63575 -1.35501  0.484
19 O -2.67117 4.22817 -0.61160  -1.021
20 H -2.28614 4.31577 2.05834  0.485
21 H -2.16419 2.82339 1.66777  0.480
22 O -2.79344 3.50669 1.91994  -0.930
23 H 0.75054 -2.91084 2.50138  0.516
24 H 1.98392 -3.86371 2.36009  0.482
25 O 1.05856 -3.77375 2.11532  -1.007
26 H -3.02461 -0.00250 -1.94569  0.511
27 H -1.69602 -0.77082 -2.49364  0.498
28 O -2.28717 -0.58688 -1.75820  -0.987
29 H 2.68529 -2.49790 -1.44230  0.504
30 H 3.29535 -2.50242 -2.83588  0.472
31 O 3.25907 -1.96111 -2.04064  -0.983
32 H -0.32148 4.56761 -0.71494  0.481
33 H 0.21660 3.26097 -0.12897  0.463
34 O -0.01594 4.16572 0.10205  -0.949
35 H -0.63716 -2.36722 0.34905  0.476
36 H -1.49674 -2.28761 -0.97970  0.484
37 O -1.32266 -2.78348 -0.17654  -0.965
38 H 0.26231 -5.23696 0.49303  0.472
39 H -1.15014 -5.01402 0.22403  0.485
40 O -0.38171 -5.40098 -0.21286  -0.954
41 H -4.27161 0.43235 1.46468  0.471
42 H -4.08301 0.72800 2.94008  0.476
43 O -3.87836 1.07463 2.06641  -0.941
44 H 1.06814 -3.43979 0.24768  0.504
45 H 0.85931 -3.87626 -1.19023  0.509
46 O 1.37835 -3.26723 -0.64629  -1.008
47 H -0.78101 2.39130 -1.93662  0.467
48 H -1.20837 1.07701 -1.52183  0.488
49 O -1.57600 1.97253 -1.60587  -0.963
50 H 1.46831 -0.87737 1.96367  0.486
51 H 0.19318 -0.62938 2.57324  0.499
52 O 0.94839 -1.23943 2.70079  -0.961

Properties
ΔE to the lowest compared entry with this formula, charge and spin = 59.3 kcal/mol
HOMO-LUMO gap = 0.2954 Ha
Charge = 0


(2)
Molecular formula: C19H16F9N3O12PdS2
Method: DFT, wB97M-V/def2-TZVPD

Last column: natural (NBO) charge in e.
Element x y z (Å)
1 Pd 0.66915 0.18153 0.83593  1.087
2 F -2.64572 -2.79864 1.91799  -0.315
3 C -2.51539 -3.18638 0.64798  0.707
4 F -1.81627 -4.32220 0.62871  -0.322
5 F -3.73686 -3.45132 0.16563  -0.326
6 S -1.69949 -1.84696 -0.32707  2.297
7 O -0.41748 -1.75161 0.34231  -0.940
8 O -2.63075 -0.77130 -0.21929  -0.901
9 N -1.70147 -2.44399 -1.77474  -1.235
10 S -0.50256 -3.05753 -2.58152  2.274
11 O 0.80125 -2.88589 -2.01731  -0.922
12 O -0.70816 -2.81478 -3.97982  -0.942
13 C -0.78252 -4.88933 -2.46014  0.699
14 F -0.34204 -5.38724 -1.30532  -0.317
15 F -2.07904 -5.20640 -2.58696  -0.328
16 F -0.11531 -5.51049 -3.44687  -0.330
17 F 2.99475 3.37213 3.20139  -0.321
18 C 2.26722 3.92613 2.22492  0.881
19 F 1.37765 4.75353 2.81947  -0.339
20 F 3.10075 4.70804 1.50907  -0.335
21 C 1.52723 2.90814 1.30506  0.695
22 O 0.99308 3.37961 0.31754  -0.664
23 O 1.58573 1.72635 1.75699  -0.659
24 O -2.54644 0.56678 3.88640  -0.638
25 C -2.13232 -0.36955 4.77508  0.417
26 C -2.92079 -0.65870 5.89147  -0.340
27 C -2.52469 -1.60135 6.82395  -0.200
28 C -1.32316 -2.27246 6.65475  -0.279
29 C -0.54482 -1.98285 5.54445  -0.142
30 C -0.91891 -1.04486 4.58885  -0.229
31 C 0.03329 -0.86143 3.40868  0.778
32 O 1.09518 -1.47091 3.41698  -0.677
33 O -0.40442 -0.07767 2.49621  -0.698
34 H -3.41327 0.88302 4.15761  0.462
35 H -3.86019 -0.12801 6.01861  0.187
36 H -3.15800 -1.80778 7.67918  0.194
37 H -0.99874 -3.01397 7.37413  0.197
38 H 0.39814 -2.48423 5.36855  0.242
39 C -0.94916 3.38218 -3.19550  -0.613
40 C 0.55158 3.30756 -2.93812  -0.386
41 C 1.19265 1.89953 -3.07947  -0.260
42 C 0.80661 1.24384 -4.42032  -0.369
43 C 1.68013 0.05111 -4.79212  -0.623
44 C 2.69229 2.11995 -3.09635  0.733
45 O 3.25155 2.77498 -3.96142  -0.650
46 N 3.39840 1.52677 -2.09863  -0.658
47 C 2.89772 0.82312 -0.98186  0.792
48 O 3.69991 0.43301 -0.15704  -0.627
49 N 1.55469 0.65779 -0.90762  -0.685
50 C 0.70321 1.03566 -1.90614  0.705
51 O -0.48010 0.74071 -1.84730  -0.632
52 H -1.29223 4.40466 -3.01855  0.194
53 H -1.49603 2.71274 -2.53561  0.246
54 H -1.19508 3.12197 -4.22724  0.188
55 H 0.76526 3.67706 -1.93391  0.249
56 H 1.07970 3.95017 -3.64719  0.205
57 H 0.88033 2.01113 -5.19642  0.198
58 H -0.23604 0.93588 -4.34200  0.233
59 H 2.70495 0.36750 -5.00173  0.199
60 H 1.28789 -0.44529 -5.68118  0.207
61 H 1.69828 -0.68885 -3.99506  0.225
62 H 4.39888 1.64936 -2.09807  0.412

Properties
ΔE to the lowest compared entry with this formula, charge and spin = 5.9 kcal/mol
HOMO-LUMO gap = 0.3029 Ha
Charge = -2


(3)
Molecular formula: C39H32CoN2O2P2
Method: DFT, wB97M-V/def2-TZVPD

Last column: Mulliken spin population.
Element x y z (Å)
1 Co -0.66830 -0.84160 -0.56670  2.742
2 O -0.06270 0.17400 -2.00430  0.252
3 C 0.87930 1.00940 -2.28000  0.163
4 C 0.78490 1.84230 -3.41940  0.051
5 C 1.77260 2.74350 -3.73060  0.006
6 C 2.91940 2.85080 -2.94190  0.151
7 C 3.06170 2.03560 -1.84110  -0.102
8 C 2.06760 1.11870 -1.48080  0.139
9 C 2.27580 0.25410 -0.36680  -0.055
10 N 1.36040 -0.51790 0.11890  0.192
11 N 1.62330 -1.34600 1.12400  0.192
12 C 0.68150 -2.23330 1.35860  0.041
13 O -0.36810 -2.30770 0.63400  0.123
14 C 0.88760 -3.09520 2.53920  -0.008
15 C 2.04400 -3.85990 2.65540  0.015
16 C 2.24100 -4.64050 3.77980  -0.002
17 C 1.30470 -4.63770 4.80130  0.013
18 C 0.15570 -3.87180 4.68650  -0.008
19 C -0.06140 -3.10820 3.55390  0.019
20 H -0.08820 1.73630 -4.04160  -0.001
21 H 1.67680 3.36020 -4.61040  0.001
22 H 3.69280 3.55770 -3.19530  0.004
23 H 3.94940 2.10570 -1.22890  -0.003
24 H 3.27540 0.20140 0.06800  0.006
25 H 2.78450 -3.83330 1.87310  0.000
26 H 3.12760 -5.24950 3.86320  0.000
27 H 1.47490 -5.22230 5.69290  0.000
28 H -0.57590 -3.86510 5.47980  0.000
29 H -0.93840 -2.48590 3.46930  0.004
30 C -4.27140 0.29760 0.11480  0.030
31 P -2.42890 0.56670 0.05570  0.022
32 C -2.16020 1.29030 1.70030  -0.012
33 C -1.24530 0.68840 2.55620  0.003
34 C -1.09570 1.14830 3.85250  0.005
35 C -1.85120 2.22180 4.29520  0.000
36 C -2.74210 2.84680 3.43530  0.000
37 C -2.90410 2.38130 2.14420  0.000
38 C -2.39340 1.95500 -1.12010  0.003
39 C -2.94870 1.73360 -2.37960  0.004
40 C -2.93090 2.73080 -3.33500  0.005
41 C -2.34770 3.95460 -3.04130  0.001
42 C -1.76720 4.16850 -1.80070  -0.001
43 C -1.77510 3.16850 -0.84360  0.004
44 P -4.76840 -1.49550 0.18400  0.007
45 C -6.55490 -1.32530 0.53020  -0.001
46 C -7.33070 -0.27050 0.05420  0.000
47 C -8.68370 -0.22470 0.33910  0.000
48 C -9.27860 -1.23730 1.07520  0.000
49 C -8.51570 -2.30130 1.53230  0.000
50 C -7.16490 -2.35190 1.25250  0.000
51 C -4.21060 -1.98410 1.86110  0.009
52 C -3.54840 -3.19640 2.00960  -0.006
53 C -3.23270 -3.66500 3.27350  0.001
54 C -3.56340 -2.91420 4.38930  0.000
55 C -4.21700 -1.70060 4.24320  0.000
56 C -4.55220 -1.23750 2.98500  -0.001
57 H -4.69290 0.71410 -0.80360  0.002
58 H -4.68090 0.83800 0.97370  0.003
59 H -0.65220 -0.14380 2.19820  -0.015
60 H -0.38730 0.66900 4.51140  0.000
61 H -1.75200 2.57870 5.30890  0.000
62 H -3.30920 3.70100 3.77190  0.000
63 H -3.59570 2.87290 1.47480  0.000
64 H -3.38760 0.77160 -2.61290  -0.002
65 H -3.36570 2.54940 -4.30670  0.000
66 H -2.35480 4.74150 -3.77740  0.000
67 H -1.29740 5.11430 -1.57190  0.001
68 H -1.31080 3.33340 0.11980  0.002
69 H -6.89130 0.51950 -0.53770  0.000
70 H -9.27960 0.59960 -0.02320  0.000
71 H -10.33650 -1.20400 1.28320  0.000
72 H -8.97480 -3.09720 2.09830  0.000
73 H -6.56780 -3.18400 1.59970  0.000
74 H -3.29260 -3.77490 1.13370  0.000
75 H -2.73310 -4.61510 3.38640  0.000
76 H -3.31780 -3.27460 5.37640  0.000
77 H -4.48560 -1.12140 5.11420  0.000
78 H -5.10160 -0.31170 2.88330  0.000

Properties
ΔE to the lowest compared entry with this formula, charge and spin = 17.3 kcal/mol
HOMO-LUMO gap (alpha / beta) = 0.2725 / 0.1647 Ha
Spin multiplicity = 5
Charge = +1